--- a ---
Below is C4H6FNO in the gas phase, with properties calculated with ωB97M-V/def2-TZVPD.

Values from the calculation:
Multiplicity ... 1
SMILES ... C=C(F)CC(N)=O
Total charge ... 0

XYZ file:
```
13
Properties=species:S:1:pos:R:3:mulliken_charge:R:1
C 0.466 -1.784 1.719 -0.79
C -0.273 -0.874 1.139 0.46
C 0.322 1.272 -0.089 0.58
C -0.017 -0.143 -0.475 -0.59
N -0.676 2.171 -0.247 -0.37
O 1.396 1.589 0.370 -0.61
F -1.432 -0.426 1.632 -0.25
H 0.162 -2.192 2.670 0.29
H 1.379 -2.132 1.285 0.25
H -0.931 -0.282 -1.035 0.30
H 0.841 -0.663 -0.880 0.31
H -1.568 1.933 -0.640 0.19
H -0.532 3.113 0.079 0.22
```

=====

--- b ---
Below is C4H6FNO in the gas phase, with properties calculated with ωB97M-V/def2-TZVPD.

Values from the calculation:
Multiplicity ... 1
SMILES ... O=C(CF)N1CC1
Total charge ... 0

XYZ file:
```
13
Properties=species:S:1:pos:R:3:mulliken_charge:R:1
C 2.053 0.267 0.033 -0.16
C 0.551 0.536 -0.012 0.51
C -1.513 -0.488 0.716 -0.22
C -1.508 -0.310 -0.734 -0.35
H 2.422 0.658 1.025 0.21
H 2.532 0.790 -0.805 0.23
H -1.896 -1.474 1.114 0.23
H -1.490 0.412 1.339 0.24
H -1.863 -1.074 -1.446 0.23
H -1.616 0.709 -1.083 0.25
N -0.209 -0.639 -0.062 -0.34
O 0.192 1.687 -0.004 -0.55
F 2.344 -1.074 -0.080 -0.27
```

=====

a is preferred energetically. Next in line: 0.845 eV higher.